Record 1
Here is a 12-piece molecular cluster, H24O12 overall in a non-equilibrium geometry from the Open Molecules 2025 dataset. Energies are from ωB97M-V/def2-TZVPD.

Output
SMILES string	O.O.O.O.O.O.O.O.O.O.O.O
F_max	0.12303	Eh/bohr
gap between HOMO and LUMO	10.98	eV

Atoms and positions in Å:
O  -1.51639  -2.69434  -0.61893
H  -1.44269  -2.27895  0.20382
H  -0.98106  -2.35036  -1.21402
O  -2.97092  3.36462  -2.45234
H  -3.15495  2.47792  -2.55399
H  -2.17379  3.46471  -3.00379
O  -0.31159  1.20118  -3.24531
H  0.32294  2.07149  -3.31790
H  0.26600  0.46076  -3.36688
O  -3.29659  2.02724  -0.14171
H  -2.42923  1.71046  -0.54721
H  -3.47222  2.74697  -0.84818
O  2.52206  -0.44528  0.58439
H  2.45291  -1.36300  0.68914
H  1.62040  -0.16217  0.66181
O  3.53293  0.12641  -3.02190
H  4.26192  -0.63699  -2.92233
H  3.25619  -0.02504  -2.17266
O  0.72716  -0.87619  4.70609
H  0.88796  -1.17078  3.89465
H  1.36080  -0.25455  4.84741
O  2.82622  -2.59516  2.37182
H  3.38152  -3.33855  1.98424
H  3.01014  -2.39935  3.23145
O  -3.89150  -0.41617  -1.41648
H  -4.65916  -0.76920  -1.78103
H  -4.08774  0.45340  -1.16809
O  0.00082  1.75118  3.52449
H  -0.78812  2.28136  3.62187
H  0.59632  2.36579  3.88153
O  1.62943  -3.53761  -1.10789
H  2.07272  -4.36843  -1.10819
H  0.80977  -4.01849  -1.46777
O  0.40351  2.20528  0.84768
H  1.24632  2.06021  0.42072
H  0.40177  2.15353  1.79619

Atomic forces in eV per Å
O -4.203 -4.093 2.367
H 0.337 1.148 1.561
H 3.874 2.903 -3.971
O 1.199 3.036 -0.567
H -0.794 -3.269 -0.653
H -0.402 0.207 0.439
O 1.507 4.200 -0.087
H -2.214 -3.574 0.267
H 0.740 -0.559 -0.161
O 1.123 0.894 -2.727
H -1.287 0.312 1.274
H 0.257 -1.124 2.180
O 0.585 2.058 -0.643
H 0.115 -2.251 0.454
H -0.815 0.492 0.039
O 3.924 -2.711 -2.399
H -1.975 2.540 -1.269
H -2.059 0.171 3.799
O -3.331 -1.007 4.625
H 0.724 -2.098 -5.482
H 2.628 2.927 0.861
O -0.315 -2.131 -4.969
H -0.980 1.547 1.458
H 1.289 0.337 3.606
O 2.375 -1.248 0.032
H -1.977 -1.018 -0.955
H -0.414 2.191 1.019
O -0.984 -0.599 -0.545
H -1.033 -0.235 -0.182
H 2.007 1.105 0.948
O -2.602 -1.150 -1.155
H 1.937 -0.835 0.476
H 0.686 2.005 0.746
O -0.823 0.231 -1.700
H 0.352 0.027 0.549
H 0.549 -0.433 0.765

***

Record 2
Here is H3O5PS as an isolated structure in a non-equilibrium geometry from the Open Molecules 2025 dataset. Energies are from ωB97M-V/def2-TZVPD.

Output
F_max	0.06396	Eh/bohr
gap between HOMO and LUMO	10.14	eV

Atoms and positions in Å:
O  -1.53283  -1.89254  -0.96520
O  -1.16502  -0.04121  0.64152
O  1.40969  -0.38203  1.04671
O  0.09381  -0.02302  -1.32264
O  1.38058  2.04593  0.76480
P  0.62429  0.83608  1.44922
S  -0.42895  -1.20110  -0.33586
H  -2.03923  -0.15907  0.98876
H  -0.25643  -0.61212  -2.01365
H  1.82875  1.77958  -0.07852

Atomic forces in eV per Å
O -0.101 0.399 -0.683
O 0.465 0.192 -0.802
O -0.672 0.925 0.348
O -0.599 -1.391 -0.572
O 0.213 0.794 -1.921
P 2.072 -0.479 2.509
S -0.650 -1.366 2.149
H -0.939 -0.617 0.174
H 0.335 1.289 -2.119
H -0.125 0.253 0.917

***

Record 3
Here is a 2-piece molecular cluster, C4H12O2 overall in a non-equilibrium geometry from the Open Molecules 2025 dataset. Energies are from ωB97M-V/def2-TZVPD.

Output
SMILES string	CCOCC.O
F_max	0.03018	Eh/bohr
gap between HOMO and LUMO	10.90	eV

Atoms and positions in Å:
O  0.00571  -0.63144  0.12850
C  1.54623  -1.14103  1.84014
C  -1.53688  -0.42633  -1.69517
C  1.34605  -0.49197  0.49290
C  -0.12604  -0.24291  -1.21226
H  1.10443  -0.56698  2.67194
H  2.60935  -1.32775  2.06714
H  1.02645  -2.11113  1.76704
H  -1.88517  -1.43722  -1.42423
H  -1.56528  -0.32700  -2.79332
H  -2.22815  0.31313  -1.25703
H  1.58705  0.58486  0.58125
H  2.04175  -0.93299  -0.24667
H  0.22474  0.80548  -1.26956
H  0.46124  -0.83459  -1.94058
O  -1.34200  3.23502  0.92221
H  -1.10418  2.28222  0.98422
H  -2.16529  3.25063  0.38349

Atomic forces in eV per Å
O -0.037 -0.546 -0.593
C -0.110 -0.691 0.339
C -0.809 0.221 0.080
C 1.028 0.679 0.944
C -0.212 0.534 -0.868
H 0.120 -0.188 -0.421
H -0.412 0.160 -0.144
H 0.293 0.211 0.357
H 0.097 0.381 -0.146
H -0.062 -0.005 0.435
H 0.166 -0.328 -0.151
H 0.071 -0.187 -0.298
H -0.420 0.056 0.093
H -0.221 -0.212 -0.377
H 0.493 -0.014 0.758
O -0.583 -0.937 -0.517
H -0.294 0.930 -0.080
H 0.893 -0.067 0.588

***

Record 4
Here is C22H29CoN5O6S as an isolated structure in a non-equilibrium geometry from the Open Molecules 2025 dataset. Energies are from ωB97M-V/def2-TZVPD.

Output
F_max	0.08093	Eh/bohr
spin multiplicity	4
net charge	-2
gap between HOMO and LUMO (alpha / beta)	4.73 / 4.95	eV
expectation value of S²	3.762

Atoms and positions in Å:
Co  7.71342  10.87901  11.39584
N  4.24803  10.51851  8.98354
C  5.25966  10.81764  9.80228
S  5.63078  9.69539  11.01021
N  5.87832  11.96636  9.56504
N  6.83500  12.28448  10.47648
C  7.08897  13.58698  10.54908
C  8.07535  14.14925  11.41799
C  8.10728  15.55683  11.66848
C  9.05459  16.05830  12.47660
C  10.07800  15.23055  12.95311
C  10.12875  13.85383  12.70939
C  9.09692  13.27018  11.96989
O  9.17958  12.02023  11.61960
H  3.94166  9.51767  8.91708
H  4.24124  11.06673  8.15809
H  6.46517  14.21566  9.94140
H  7.36560  16.28679  11.36094
H  9.06437  17.07174  12.74914
H  10.77742  15.78950  13.58654
H  10.91335  13.24793  13.12412
O  10.46585  9.95497  13.73412
C  9.29702  9.65309  13.55870
O  8.64110  9.35761  12.48172
C  8.45128  9.51756  14.91986
C  7.38910  8.35980  14.79502
C  6.86466  7.96059  16.19288
C  6.12176  9.15111  16.68028
C  6.15956  10.07432  15.46812
O  6.18893  9.09406  14.28464
C  7.58297  10.72496  15.28937
C  7.54635  11.97259  14.32367
O  7.99661  13.06783  14.70356
O  7.00084  11.72102  13.21662
H  9.14860  9.30276  15.75149
H  7.64028  7.55885  14.03708
H  6.26788  7.06833  16.04761
H  7.59855  7.59908  16.91893
H  5.13679  8.90596  17.00090
H  6.62716  9.74577  17.48359
H  5.23410  10.68300  15.30126
H  7.95341  11.08004  16.31180
C  9.58739  8.46801  5.65293
C  8.32820  8.87750  6.37082
N  8.59630  9.84321  7.50712
C  8.80042  11.24015  7.04014
C  10.21568  11.68800  7.29909
C  8.53271  9.57115  8.83751
C  8.39874  8.21079  9.33608
N  8.71181  10.51512  9.71957
H  9.54954  7.44558  5.26830
H  10.41682  8.50997  6.40048
H  9.77255  9.11149  4.80929
H  7.74683  8.04284  6.74049
H  7.66525  9.44274  5.76575
H  8.07068  11.94856  7.55840
H  8.51875  11.28556  5.96274
H  10.90517  10.92996  6.97835
H  10.39411  11.94776  8.32504
H  10.37874  12.61708  6.65479
H  7.38607  8.06220  9.70562
H  9.04374  8.14761  10.18082
H  8.67691  7.54219  8.53138
H  8.92769  11.42730  9.30122

Atomic forces in eV per Å
Co -0.389 -2.349 2.602
N -2.305 -1.980 -1.200
C 2.168 1.066 0.790
S -0.151 -0.775 0.642
N -1.661 -0.637 -0.848
N -0.400 4.036 -0.933
C -0.330 -2.597 0.402
C 0.389 0.461 0.084
C -0.975 -1.508 -0.357
C 1.341 -0.721 0.362
C 0.262 -0.459 0.464
C 0.255 2.452 0.695
C -0.264 -0.804 -1.637
O 1.609 2.980 1.142
H 0.753 1.737 0.193
H -0.230 0.381 -0.834
H -0.280 0.427 -0.291
H -0.431 -0.527 -0.529
H -0.031 1.331 0.274
H 0.263 -0.771 -0.094
H 0.079 -0.296 0.023
O 0.748 0.048 -0.556
C -1.824 -0.622 0.721
O 1.204 -0.002 1.059
C -0.031 -1.299 -1.215
C -0.687 1.329 -0.954
C 1.432 -1.907 -0.390
C 0.586 1.996 0.412
C -0.294 -0.564 -3.059
O 1.062 0.034 2.619
C -0.560 1.221 2.069
C -0.014 -0.436 0.051
O -0.223 -0.592 0.413
O -0.237 0.277 0.306
H -0.113 0.058 -0.529
H -0.240 0.848 1.102
H -0.766 -0.023 -0.036
H 0.532 0.290 -0.188
H -0.944 -0.052 0.222
H -0.295 -0.863 -0.236
H 1.129 -0.156 0.196
H -0.577 -0.115 -1.227
C 0.769 -0.574 0.716
C -0.003 0.912 2.323
N -0.423 -0.176 -2.417
C -1.442 -0.121 0.768
C -0.034 1.872 -1.770
C 0.743 2.632 1.007
C -0.579 -0.557 -0.555
N 0.350 -1.225 -2.675
H -0.139 0.003 0.025
H -0.430 0.007 -0.820
H 0.406 0.392 -0.206
H 0.088 -0.226 0.197
H -0.659 0.241 -1.006
H 0.698 -0.968 -0.460
H 0.436 -0.148 0.656
H 0.476 -0.336 -0.099
H 0.212 0.064 0.398
H 0.082 -1.001 0.903
H -0.198 -0.218 -0.126
H 0.512 -0.290 0.705
H -0.032 -0.656 0.165
H -0.391 -0.546 0.540

***

Record 5
Here is an isolated ion of composition C5H7N2 and charge +1 in a non-equilibrium geometry from the Open Molecules 2025 dataset. Energies are from ωB97M-V/def2-TZVPD.

Output
SMILES string	CC1=CN=[N+]=C1C
F_max	0.06864	Eh/bohr
net charge	+1
gap between HOMO and LUMO (alpha / beta)	7.10 / 7.10	eV

Atoms and positions in Å:
C  -1.55238  1.50663  0.96429
C  -0.80974  0.45956  0.37107
C  0.47219  0.52249  1.13889
C  -1.19894  -0.38181  -0.78080
C  1.76762  -0.09847  0.78685
N  -0.89206  1.82258  2.07524
N  0.28448  1.44107  2.11701
H  -2.59312  1.72844  0.97548
H  -1.53732  -1.50401  -0.43509
H  -0.42853  -0.46639  -1.52478
H  -2.11993  -0.01101  -1.13086
H  2.09244  -0.49024  1.70125
H  2.45753  0.70579  0.53656
H  1.67855  -0.92262  -0.04226

Atomic forces in eV per Å
C -0.768 -1.160 0.052
C -0.396 0.942 0.095
C 0.807 -0.209 -0.435
C -0.591 -2.578 2.337
C -1.558 -0.572 -1.877
N 0.534 0.364 0.630
N 0.394 -0.697 -0.860
H -0.542 0.210 -0.714
H 1.261 2.463 -0.556
H 0.296 -0.073 -0.394
H -0.900 0.640 -0.998
H 1.041 -1.052 1.321
H 0.222 -0.034 -0.296
H 0.200 1.756 1.694

***

Record 6
Here is one molecule with the formula C5H9N3O2 in a non-equilibrium geometry from the Open Molecules 2025 dataset. Energies are from ωB97M-V/def2-TZVPD.

Output
SMILES string	C=C=NN[C@H](C)/C=[N+](\[O-])O
F_max	0.08759	Eh/bohr
gap between HOMO and LUMO	9.17	eV

Atoms and positions in Å:
C  -0.07675  0.96947  -2.10139
C  -0.56163  -0.26963  1.03702
C  0.36342  -0.77692  -0.00575
C  0.30516  2.17185  -2.24515
C  1.02998  -2.13702  0.49207
N  -0.71260  -0.04659  -2.02735
N  -0.55707  -1.12455  -1.26095
N  -0.47477  0.88741  1.54011
O  -1.30231  1.16815  2.62859
O  0.39246  1.71062  1.34034
H  -1.07065  -0.96912  1.71289
H  1.13047  -0.11866  -0.28776
H  -1.09823  2.00360  2.97642
H  -0.32214  3.00598  -1.79814
H  1.03193  2.55601  -2.92937
H  1.74092  -1.93110  1.26217
H  1.28924  -2.77083  -0.40846
H  0.37114  -2.81064  1.01702
H  -1.47858  -1.51805  -0.94231

Atomic forces in eV per Å
C -0.353 -0.817 0.114
C -0.381 -2.227 0.794
C -2.385 -3.821 -0.002
C -0.408 4.036 0.170
C -1.318 0.192 -1.709
N -1.859 -0.682 -1.310
N 1.679 -0.721 2.930
N 0.949 1.210 1.793
O -1.812 -3.089 -0.672
O 0.915 1.997 -0.895
H -0.360 0.243 -0.883
H 0.664 1.062 -0.588
H 1.175 2.136 0.187
H 0.885 -1.266 -0.154
H 0.543 -0.349 -0.234
H 1.237 0.143 -0.140
H 0.621 1.081 1.057
H -1.045 0.088 0.157
H 1.253 0.784 -0.614

***

In order of appearance, ΔE to the lowest compared entry with this formula, charge and spin = 4.7826; 3.1344; 0.5339; 0.6010; 6.3186; 7.2963 eV.
In order of appearance, DFT total energy = -24956.912; -30409.047; -8436.980; -91482.634; -8266.459; -13889.285 eV.